Record 1
Entry from the Open Molecules 2025 dataset: 3 unconnected molecules or ions with the total composition C12H18O9 (ωB97M-V/def2-TZVPD).

Geometry as XYZ:
```
39
Properties=species:S:1:pos:R:3:lowdin_charge:R:1
O 5.1108 2.1781 0.8593 0.0586
H -0.6784 -5.8960 -0.9061 0.0807
O -0.1416 -3.1255 -4.0381 0.0794
H 6.8716 6.0374 0.3301 0.0818
H -0.5282 -4.3268 -0.2972 0.0804
C -0.8384 -2.9906 -2.7553 -0.0385
H -5.8162 1.3160 2.9636 0.1297
H 6.9526 2.6804 0.7163 0.1422
C -1.0287 -4.4965 -2.4347 -0.2861
H -4.7102 -1.2751 2.9114 0.1572
C -3.6259 0.5583 3.2689 -0.0195
H -3.4395 1.5892 2.9678 0.0969
O -4.3877 -0.2241 1.0926 0.1209
C -5.9828 0.3208 2.5513 -0.1477
H -6.5957 -0.2572 3.2429 0.1422
O -5.5909 -0.2652 -0.8004 0.0992
O 3.0559 1.9814 -0.1131 0.1449
H -2.0883 -4.7066 -2.2895 0.1455
C 6.0557 3.2607 0.9328 -0.1158
C -4.6120 -0.2816 2.4739 -0.3389
H -2.7421 -0.0797 3.2610 0.0896
H -1.8110 -2.5056 -2.6716 0.1321
C 4.0604 2.6171 0.1060 -0.5942
O 4.3343 3.8028 -0.2921 0.1033
H 5.2152 5.8717 1.0417 0.0828
H 6.1579 3.7240 -1.0948 0.1612
O 0.2887 -4.5928 -5.6579 0.1028
C 5.6944 4.1353 -0.1981 -0.2922
O -6.4956 0.3448 1.2641 0.0974
C -0.1625 -4.3391 -4.5290 -0.5939
H -4.0429 0.7322 4.2608 0.0896
H 0.8266 -4.8164 -1.2068 0.0933
O -0.6233 -5.1820 -3.6373 0.1040
H 5.3999 6.2666 -0.6325 0.0756
C -0.2572 -4.9251 -1.1671 -0.0251
C -5.4992 -0.0581 0.4342 -0.5168
H -0.1686 -2.5466 -2.0188 0.1255
H 5.9927 3.7845 1.8866 0.1384
C 5.8504 5.6894 0.1749 0.0135
```

Results
Energy relative to the best compared isomer or geometry (same formula, charge and spin) = 55.7 kcal/mol
HOMO level = -0.380 Eh
E_LUMO = 0.40 eV
Frontier orbital gap = 10.74 eV



Record 2
Entry from the Open Molecules 2025 dataset: 2 unconnected molecules or ions with the total composition C12H18OS (ωB97M-V/def2-TZVPD).

Geometry as XYZ:
```
32
Properties=species:S:1:pos:R:3:lowdin_charge:R:1
H 0.6620 2.5727 -1.6239 0.0907
C -3.3638 0.0157 1.7747 -0.1355
C -1.8839 -0.5168 1.7485 -0.3413
C 1.6274 2.2603 -1.8804 -0.0918
H -1.0405 -2.5362 1.6152 0.0850
C 3.1967 0.4171 -2.0105 -0.0822
C -0.8073 0.0681 2.2145 0.0193
S 0.7487 -0.2871 -1.0258 0.8837
H -1.4372 -1.6453 -0.0099 0.0691
C 3.6199 2.6601 -3.0696 -0.0848
H 1.8947 -1.3042 -2.9282 0.0344
H 0.6856 -2.4035 -1.8563 0.0597
H -3.5077 2.1387 2.1663 0.0257
H 5.0390 1.1158 -3.0146 0.1081
C 0.9478 -1.4619 -2.4183 -0.2159
C 3.9825 1.3598 -2.7679 -0.0844
H 3.4980 -0.6191 -1.8187 0.1070
H 0.0442 -0.5056 2.1959 0.0340
H -3.9370 -0.5649 1.1577 0.0543
H -3.6894 -0.0711 2.7943 0.0965
H -4.4194 1.6391 0.7242 0.0554
H -2.8224 1.9319 0.6726 0.0458
H -2.6240 -2.4290 1.0574 0.0365
H -0.9883 0.9661 2.7121 0.0524
O -0.5202 0.4538 -1.1371 -0.5196
C -1.7392 -1.8808 1.0600 -0.0711
H 2.0655 4.1260 -2.6976 0.1109
C 2.3771 3.0977 -2.6014 -0.0912
H 0.1105 -1.2582 -3.0940 0.0614
C -3.5479 1.5597 1.3315 -0.0538
C 1.9234 0.9106 -1.6250 -0.3674
H 4.2391 3.3721 -3.6227 0.1090
```

Results
Energy relative to the best compared isomer or geometry (same formula, charge and spin) = 19.2 kcal/mol
HOMO level = -0.323 Eh
E_LUMO = 0.65 eV
Frontier orbital gap = 9.45 eV



Record 3
Entry from the Open Molecules 2025 dataset: 2 unconnected molecules or ions with the total composition C12H18PS (ωB97M-V/def2-TZVPD).

Geometry as XYZ:
```
32
Properties=species:S:1:pos:R:3:lowdin_charge:R:1
C 3.4401 -1.0715 1.0467 -0.1001
C 2.2010 -0.4193 0.5581 -0.3997
S -2.2468 -0.9420 -0.9544 0.9024
H -0.4531 4.5701 -0.0134 0.0504
C 0.8542 1.5858 0.1557 -0.1392
H 1.7432 3.5561 0.1728 0.1421
H 3.3338 -1.9562 1.6043 0.0581
H -0.0602 0.9706 0.0022 0.0921
H 4.2242 -1.2089 0.2741 0.1015
H 2.8125 1.4329 1.0523 0.1399
H -3.5938 1.0931 -1.3857 0.0415
C 1.9615 0.8562 0.6994 -0.1223
H -2.3227 -2.4908 1.0028 0.0619
C -3.7734 0.4408 0.6135 -0.1731
H -4.5542 1.3248 0.7385 0.1529
C 0.4399 -3.1147 0.0062 -0.1316
H -0.1252 3.6221 -1.4650 0.0869
C 0.8251 2.9112 0.1187 -0.0854
H 3.9534 -0.4187 1.8163 0.1130
H 2.2297 -1.5628 -2.3262 0.0234
C -2.4548 -1.4507 0.7382 -0.4326
C -0.4091 3.6253 -0.4325 -0.0580
H 0.6106 -2.5258 -2.3712 0.1186
C 1.2265 -1.5018 -2.0900 -0.1965
P 0.9713 -1.5362 -0.2773 1.0497
H 0.3031 -3.5566 0.9997 0.0479
C -3.2791 0.4396 -0.6570 -0.4187
H -1.3895 3.3263 -0.1937 0.0615
H 0.7712 -0.6304 -2.5018 0.0305
C -3.3379 -0.6973 1.4322 -0.1582
H -3.7397 -1.0992 2.3790 0.1200
H -0.1618 -3.5723 -0.7427 0.0211
```

Results
Energy relative to the best compared isomer or geometry (same formula, charge and spin) = 23.2 kcal/mol
HOMO level = -0.445 Eh
E_LUMO = -5.08 eV
Frontier orbital gap = 7.03 eV
Net charge = +1



Record 4
Entry from the Open Molecules 2025 dataset: a molecular structure, C12H19B2F4IIrN5O6S2 (ωB97M-V/def2-TZVPD).

Geometry as XYZ:
```
52
Properties=species:S:1:pos:R:3:lowdin_charge:R:1
F -0.0312 -1.3242 -2.0867 0.1538
H 2.8953 -3.5741 1.9849 0.1028
H -6.6831 -2.8548 -4.4460 0.1234
S -3.6303 -3.4052 -2.6947 0.8611
C 1.2095 2.9946 -3.1996 0.0496
B 1.3287 -1.3649 -2.3295 -0.9564
S -3.7987 -1.6672 -1.3694 0.8305
H 0.0349 -1.6034 4.2203 0.1068
F 1.7692 -1.8955 -3.4535 0.2936
C -5.9169 -2.1721 -4.8004 0.1001
C 0.0938 2.9671 -0.8601 -0.1414
C 2.1351 -3.5710 1.2020 0.0194
Ir 0.6738 0.3105 0.0940 1.5957
H 0.4336 5.0566 -0.8552 0.1284
H 1.0576 4.0692 -3.1645 0.1031
F -1.7580 0.2514 0.7171 0.0810
C 4.2980 0.1517 -0.1985 -0.5428
H -1.0440 4.5551 -0.0153 0.1060
C -4.5614 -2.0038 -2.8522 -1.1142
C 3.5556 0.8568 0.8845 -0.5164
H 0.1962 -3.1959 3.4424 0.1171
N 4.1861 1.2925 1.9413 0.2548
I 5.4144 -1.5163 0.5133 1.0120
H 0.6276 2.5753 -4.0260 0.1293
H -5.0819 -2.6735 -5.2818 0.1088
C 1.5353 -2.2227 1.0872 -0.1832
C 0.8127 2.3443 -1.9329 -0.1521
O -5.3970 -1.4583 -3.5874 -0.0109
O -0.4879 0.3158 2.7066 0.1430
H 1.3649 -4.2890 1.4939 0.1177
H 2.5828 -3.8778 0.2614 0.0984
H 5.1832 1.1481 2.0433 0.1338
B -1.4885 1.0215 1.8936 -0.9144
N 0.3059 -0.4307 1.9041 -0.1079
H 1.6303 -2.3611 4.0233 0.1207
N 1.5000 -1.5077 0.0162 -0.1071
C 0.8097 -1.5631 2.2416 -0.1660
O 2.3137 1.1891 0.7947 -0.1141
O -0.8826 2.4254 1.1568 0.1467
C -0.4081 4.3581 -0.8737 0.0480
H 2.2569 2.7786 -3.4187 0.1196
H 3.7039 1.8393 2.6430 0.1627
N -0.1496 2.1199 0.1605 -0.1203
C 0.6510 -2.2106 3.5630 0.0504
H -6.3285 -1.3808 -5.4142 0.1184
N 1.0675 1.0390 -1.7096 -0.1298
O 2.0565 -1.8986 -1.1541 0.0804
F -2.5146 1.4627 2.5819 0.3082
O 1.6548 0.3059 -2.5723 0.1158
H 5.0182 0.8485 -0.6282 0.0871
H -0.9636 4.5463 -1.7948 0.1222
H 3.6220 -0.1925 -0.9711 0.0264
```

Results
⟨S²⟩ = 0.8217
HOMO level (alpha / beta) = -0.644 / -0.644 Eh
E_LUMO (alpha / beta) = -10.60 / -12.01 eV
Frontier orbital gap (alpha / beta) = 6.92 / 5.52 eV
Net charge = +3
Multiplicity = 2



Record 5
Entry from the Open Molecules 2025 dataset: 2 unconnected molecules or ions with the total composition C12H19BBr2IN2O3 (ωB97M-V/def2-TZVPD).

Geometry as XYZ:
```
40
Properties=species:S:1:pos:R:3:lowdin_charge:R:1
C -1.4795 -0.6924 -2.5157 -0.1437
Br 3.7677 -1.9895 4.9196 0.6134
N -1.5948 1.0556 -3.7838 0.0524
B -1.9021 2.1251 -4.8184 -0.7564
I 0.1788 3.2631 -2.6819 1.1643
C 0.1632 0.2760 -0.7830 -0.1860
H -1.1907 3.2033 -6.1638 0.1364
H 1.6101 -2.0677 0.8952 0.1326
H 3.0596 0.1396 0.4747 0.1219
C 1.7738 1.2736 1.9171 -0.1071
O -1.2157 2.2461 -5.9886 0.2068
C -3.1915 -2.4198 -2.1858 -0.1293
H -2.8210 -0.7269 -4.3344 0.1596
O -2.9108 3.0183 -4.4989 0.1777
Br 2.5676 1.4395 5.5326 0.6580
O 0.8722 -0.9222 -0.6101 -0.1063
H 0.2822 -1.0244 1.4371 0.1303
H 0.7480 -0.0549 6.2655 0.0609
N -0.6591 0.2779 -1.9955 0.0310
H 0.9128 1.0923 -0.9101 0.0929
H 1.2638 -0.4779 4.6206 0.0374
H 3.0227 -1.0195 7.0914 0.0548
H 1.8612 -2.2082 6.4704 0.0603
H -5.3478 -2.4003 -2.8559 0.0532
H -1.6052 -2.1218 -0.8171 0.1220
C 2.3063 -0.0667 1.2637 -0.1988
H 1.9540 2.0748 1.1638 0.0680
H -0.4298 0.5465 0.1162 0.1494
H 2.2721 1.5135 2.8690 -0.0090
H -1.1413 -2.8646 -2.4265 0.1390
H 2.8707 -0.5872 2.0708 0.0825
C -4.3496 -2.5824 -2.4680 0.1116
C 1.1937 -1.0422 0.8002 -0.1963
H 0.6660 1.2211 2.0106 0.0677
C 2.4664 -1.3395 6.2150 -0.6861
C -0.7391 1.3672 -2.8031 -0.6015
C -1.7326 -2.0800 -1.9113 -0.0838
H -3.0061 3.0437 -3.5338 0.1100
C -2.1042 -0.2371 -3.6754 0.0934
C 1.6080 -0.2519 5.6271 -0.6829
```

Results
HOMO level = -0.443 Eh
E_LUMO = -3.79 eV
Frontier orbital gap = 8.26 eV
Net charge = +1



Record 6
Entry from the Open Molecules 2025 dataset: a molecular structure, C12H19Cl3O3V (ωB97M-V/def2-TZVPD).

Geometry as XYZ:
```
38
Properties=species:S:1:pos:R:3:lowdin_charge:R:1
Cl -2.0796 0.4469 1.5878 -0.0638
C 0.4233 -2.5130 -1.9434 -0.0912
H 1.2117 2.7481 -1.8427 0.0850
H 1.7404 2.4633 -0.1813 0.0562
C 2.4805 -0.2268 -1.0754 -0.0551
H 0.4036 -2.8388 -2.9863 0.0590
H -2.3311 2.3467 -2.3398 0.0712
C -1.1109 0.8894 -1.3411 -0.3784
V -0.7270 -0.6253 0.0222 0.0288
C 0.2193 -0.4066 4.5583 -0.0461
Cl -2.0736 -2.7259 0.4574 -0.1508
Cl 0.6918 -1.9418 1.5779 -0.0215
H -1.8841 2.7553 -0.6851 0.0537
H -2.6218 -1.6259 -3.0851 0.0620
C 0.0720 -1.0933 -1.7267 -0.3780
C -2.5245 -1.0809 -2.1385 -0.1263
O 2.8190 0.2892 2.2255 0.0356
H 0.2510 -0.2193 5.6543 0.0755
H -0.2915 -3.1230 -1.3897 0.0208
H 0.1448 3.1954 -0.5017 0.0641
H 2.8876 0.7202 -0.6985 0.0578
C 0.8645 2.4414 -0.8400 -0.0507
H -3.3517 -0.4036 -1.8860 0.0730
C -2.1693 1.9339 -1.3397 -0.0972
H 1.4145 -2.7133 -1.5275 0.0671
C 1.9041 0.4948 3.0133 -0.6648
C 0.9841 -0.1147 -1.1783 -0.3125
O 1.1403 1.6482 2.9008 0.0521
C -1.2239 -0.4414 -1.8818 -0.3614
H -0.0533 -1.4514 4.3350 0.0655
H -3.1127 1.5354 -0.9689 0.0478
H -0.3999 0.3248 3.9913 0.0529
H 2.9256 -0.4283 -2.0631 0.0735
O 1.6178 -0.3163 4.0402 -0.0858
H 1.3747 1.8820 1.9690 0.1072
C 0.2498 1.0816 -0.9442 -0.3097
H 2.7576 -1.0268 -0.3786 0.0549
H -2.6233 -1.8804 -1.3897 -0.0706
```

Results
⟨S²⟩ = 0.9354
HOMO level (alpha / beta) = 0.013 / 0.037 Eh
E_LUMO (alpha / beta) = 5.25 / 5.25 eV
Frontier orbital gap (alpha / beta) = 4.91 / 4.24 eV
Net charge = -2
Multiplicity = 2



Record 7
Entry from the Open Molecules 2025 dataset: 5 unconnected molecules or ions with the total composition C12H19ClN4O3 (ωB97M-V/def2-TZVPD).

Geometry as XYZ:
```
39
Properties=species:S:1:pos:R:3:lowdin_charge:R:1
N 3.6062 -2.3069 -1.2628 0.1334
C -2.4863 0.4025 3.5553 -0.0925
H -1.8086 0.5977 4.3743 0.0493
H 4.7076 0.5224 -0.4246 0.0858
H 2.8672 0.9110 -5.3506 0.0841
H 0.0215 3.7237 1.6918 0.0807
C 0.0492 4.2392 2.6497 -0.0572
H 3.2592 0.8114 -1.4022 0.0348
N 3.1905 2.8804 -2.9195 0.1389
H 2.6868 2.5486 -6.0069 0.0837
N -1.2655 2.8627 4.4309 0.1443
N -3.2448 -2.0958 3.5604 0.1397
C 0.2192 -1.6558 -0.2994 -0.5686
C -3.2529 -2.1321 -0.7259 -0.2292
H -3.1291 -4.2602 -0.2660 0.1246
H -1.9797 0.6019 2.6126 0.0711
H 1.1570 -2.1570 -0.1002 0.0644
H -3.4506 -1.1672 0.9481 0.0392
H -3.1967 -3.2026 1.1422 0.1095
C 3.2747 1.9198 -5.3420 -0.0624
H 4.3041 1.8930 -5.6927 0.0835
H -4.0821 -2.4577 -1.3475 0.1167
C -2.9163 -0.9950 3.5854 -0.2654
O -0.6083 -4.3299 0.2176 0.1437
C -1.2954 -3.3378 0.2937 -0.4547
Cl 0.4448 0.0848 0.0186 0.5960
H 4.8036 0.4575 -2.1925 0.0725
C -0.6874 3.4692 3.6464 -0.2469
H -3.3507 1.0549 3.6456 0.0838
C 3.2288 2.4585 -3.9863 -0.2735
O -0.7762 -2.0938 0.5974 -0.1119
C -2.7919 -3.3152 0.1355 -0.0573
H -2.4512 -1.7662 -1.3649 0.1083
H -0.0695 -1.7585 -1.3391 0.0888
O -3.7086 -1.0292 0.0372 -0.0602
H -0.4011 5.2232 2.5400 0.0843
C 3.8701 -1.1898 -1.2940 -0.2799
H 1.0841 4.3520 2.9652 0.0847
C 4.1782 0.2365 -1.3311 -0.0863
```

Results
HOMO level = -0.378 Eh
E_LUMO = 0.29 eV
Frontier orbital gap = 10.58 eV